(1)
Here is C9H13N3OS in the gas phase at a distorted geometry from the Open Molecules 2025 dataset. Energies are from the ωB97M-V functional and the def2-TZVPD basis.

XYZ file:
```
27
Properties=species:S:1:pos:R:3:nbo_charge:R:1
C -2.864 -1.959 0.106 -0.40
N -2.519 -0.548 -0.010 -0.40
C -3.864 0.331 -0.050 -0.39
C -1.262 0.054 -0.076 0.36
C -1.081 1.283 -0.076 -0.39
C 0.219 1.604 -0.270 0.58
O 0.517 2.854 -0.069 -0.66
N 1.097 0.618 -0.026 -0.41
C 0.788 -0.521 -0.277 0.41
N -0.467 -0.929 -0.183 -0.53
S 1.988 -1.922 -0.201 0.22
C 3.535 -0.874 -0.021 -0.49
C 3.372 0.402 0.473 -0.48
C 2.589 0.992 -0.394 -0.28
H -1.959 -2.300 -0.258 0.26
H -3.356 -2.216 0.929 0.19
H -3.509 -2.444 -0.840 0.16
H -4.840 -0.174 0.187 0.22
H -3.819 1.059 1.005 0.16
H -3.899 1.053 -0.651 0.17
H -1.930 2.117 0.120 0.25
H 3.994 -1.078 -0.955 0.22
H 4.290 -1.641 0.514 0.22
H 3.002 0.204 1.713 0.23
H 4.502 0.599 0.681 0.27
H 2.913 1.233 -1.291 0.24
H 2.561 2.202 -0.079 0.28
```

Computed properties:
- structure (SMILES) = CN(C)c1cc(=O)n2c(n1)SCCC2
- HOMO-LUMO gap (eV) = 8.5698
- highest occupied orbital energy (eV) = -8.11

***

(2)
Here is an isolated ion of composition C9H13N4 and charge +1 at a distorted geometry from the Open Molecules 2025 dataset. Energies are from the ωB97M-V functional and the def2-TZVPD basis.

XYZ file:
```
26
Properties=species:S:1:pos:R:3:nbo_charge:R:1
C -3.505 -0.232 -0.522 -0.15
C -2.688 -1.383 -0.369 -0.20
C -3.038 1.053 -0.173 -0.19
C -1.428 -1.220 0.149 -0.15
C -1.728 1.210 0.329 -0.16
C -0.957 0.073 0.548 -0.15
C 1.973 -1.547 0.632 0.23
C 2.247 -1.096 -0.872 -0.32
C 0.420 0.132 0.918 0.50
N 1.125 -0.905 1.283 -0.42
N 1.379 -0.058 -1.252 -0.41
N 0.890 1.386 1.362 -0.82
N 2.099 1.143 -0.869 -0.59
H -4.510 -0.457 -1.020 0.24
H -3.121 -2.387 -0.630 0.24
H -3.599 1.866 -0.359 0.22
H -0.852 -2.135 0.229 0.22
H -1.482 2.158 0.504 0.20
H 2.596 -2.435 0.854 0.23
H 3.374 -0.919 -0.613 0.18
H 2.067 -1.936 -1.409 0.24
H 0.312 2.099 1.770 0.44
H 1.685 1.138 1.940 0.41
H 2.045 1.688 -1.742 0.43
H 3.033 0.991 -0.690 0.38
H 1.663 1.769 -0.001 0.42
```

Computed properties:
- net charge = +1
- HOMO-LUMO gap (spin up / spin down) (eV) = 8.0909 / 8.0920
- highest occupied orbital energy (spin up / spin down) (eV) = -11.88 / -11.88

***

(3)
Here is an isolated ion of composition C9H13N4 and charge +1 from the Open Molecules 2025 dataset. Energies are from the ωB97M-V functional and the def2-TZVPD basis.

XYZ file:
```
26
Properties=species:S:1:pos:R:3:nbo_charge:R:1
N -3.449 -0.031 -1.085 -0.82
C -2.626 0.362 0.019 0.07
N -2.277 1.763 0.082 -0.44
C -1.022 1.883 0.014 0.28
N -0.307 0.701 -0.066 -0.47
C 1.090 0.533 -0.152 0.22
C 1.946 1.557 0.243 -0.27
C 3.316 1.376 0.179 -0.16
C 3.849 0.177 -0.264 -0.21
C 2.999 -0.845 -0.650 -0.17
C 1.626 -0.677 -0.590 -0.33
C -1.237 -0.372 -0.077 0.10
N -0.984 -1.278 1.126 -0.69
H -4.408 0.264 -0.948 0.39
H -3.126 0.390 -1.950 0.38
H -3.151 0.090 0.945 0.20
H -0.529 2.836 0.000 0.22
H 1.549 2.492 0.602 0.22
H 3.969 2.179 0.481 0.23
H 4.917 0.040 -0.310 0.24
H 3.401 -1.782 -1.003 0.23
H 0.991 -1.479 -0.941 0.21
H -1.195 -1.011 -0.966 0.23
H -1.630 -2.077 1.118 0.45
H -1.109 -0.750 2.001 0.45
H -0.008 -1.611 1.076 0.46
```

Computed properties:
- net charge = +1
- structure (SMILES) = N[C@@H]1N=CN(c2ccccc2)[C@H]1[NH3+]
- HOMO-LUMO gap (eV) = 8.6658
- highest occupied orbital energy (eV) = -12.09

***

(4)
Here is a 2-piece molecular cluster, C9H13N4O2 overall at a distorted geometry from the Open Molecules 2025 dataset. Energies are from the ωB97M-V functional and the def2-TZVPD basis.

XYZ file:
```
28
Properties=species:S:1:pos:R:3:nbo_charge:R:1
C -1.143 0.782 3.073 -0.15
C -1.169 0.961 1.718 -0.01
C -1.424 0.480 4.209 0.15
C -1.228 1.309 0.542 -0.04
C -1.836 0.966 -1.807 0.60
C 3.184 -0.359 -1.413 0.64
C -1.375 0.130 5.657 -0.71
C -1.313 1.738 -0.796 -0.59
C 1.729 0.123 -1.088 0.45
N -2.097 -0.409 -1.696 -0.86
N 4.060 0.636 -1.718 -0.84
N 1.311 1.346 -1.158 -0.70
N 0.882 -0.905 -1.104 -0.72
O -2.067 1.366 -3.055 -0.64
O 3.424 -1.513 -1.345 -0.50
H -0.270 -0.172 5.935 0.26
H -1.753 1.046 6.213 0.26
H -1.931 -0.854 5.799 0.26
H -1.271 2.733 -1.134 0.24
H -2.794 -0.728 -0.923 0.43
H -2.516 -0.707 -2.580 0.41
H 3.856 1.267 -2.476 0.41
H 5.030 0.323 -1.621 0.43
H 2.008 2.008 -1.163 0.41
H 0.287 1.616 -0.970 0.43
H 1.393 -1.761 -1.035 0.43
H -0.118 -0.951 -1.166 0.45
H -1.872 2.302 -3.216 0.51
```

Computed properties:
- net charge = +1
- HOMO-LUMO gap (eV) = 7.4256
- highest occupied orbital energy (eV) = -11.17